24
Properties=species:S:1:pos:R:3 method="wB97M-V/def2-TZVPD" gap_ha="0.118 / 0.118" s_squared=6.01 e_tot_ha=-2369.2225 lumo_ev="-18.361 / -18.360" e_homo_ev="-21.56 / -21.58" spin_multiplicity=5 charge=+4
Bi -2.95 2.01 -2.76
Pm 1.16 0.62 -0.21
Cl -3.72 1.75 -0.25
Cl 2.61 2.39 -1.30
C 1.60 -1.79 0.26
C -5.50 0.97 -2.23
C -2.60 -0.24 -3.83
O 1.45 -2.91 0.34
O -5.89 0.26 -1.46
O -2.33 -0.73 -4.84
C 2.11 1.96 6.00
C 1.75 1.53 4.59
C 1.37 0.23 4.30
C 1.05 -0.12 3.01
N 1.25 0.78 1.99
C 1.47 2.09 2.28
C 1.78 2.48 3.57
H 1.29 1.79 6.72
H 2.95 1.37 6.40
H 2.40 3.02 6.10
H 1.36 -0.48 5.16
H 0.62 -1.10 2.82
H 1.32 2.76 1.45
H 2.03 3.52 3.74